[1]
{"formula": "C22H50Br20ClO2P2S", "method": "wB97M-V/def2-TZVPD", "elements": ["Br", "Br", "Br", "Br", "Br", "Br", "Br", "Br", "Br", "Br", "Br", "Br", "Br", "Br", "Br", "Br", "Br", "Br", "Br", "Br", "Cl", "S", "P", "P", "O", "O", "C", "C", "C", "C", "C", "C", "C", "C", "C", "C", "C", "C", "C", "C", "C", "C", "C", "C", "C", "C", "C", "C", "H", "H", "H", "H", "H", "H", "H", "H", "H", "H", "H", "H", "H", "H", "H", "H", "H", "H", "H", "H", "H", "H", "H", "H", "H", "H", "H", "H", "H", "H", "H", "H", "H", "H", "H", "H", "H", "H", "H", "H", "H", "H", "H", "H", "H", "H", "H", "H", "H", "H"], "positions_angstrom": [[10.7979, -0.3291, -0.8738], [-1.5428, 0.5942, 6.4130], [-2.2395, 2.7840, 12.5724], [1.1017, -3.7082, -6.1630], [-5.3684, -2.7861, -2.0515], [5.4652, -4.1338, -6.4764], [-3.0501, 5.4815, 10.1918], [1.4525, -0.8820, -1.1191], [-3.2203, -3.3985, -4.9993], [-3.7080, 2.9496, 4.4224], [-0.8087, -0.5706, -6.3779], [-6.1951, 5.9931, 7.1939], [-3.0902, -0.5314, -9.8136], [-7.9146, 4.3370, 4.3291], [8.2671, 1.4930, 1.0812], [3.7282, 2.6479, -1.5364], [-1.7372, -2.5880, -1.7603], [6.2774, 0.8383, -3.5099], [3.6165, -3.7574, -3.3099], [-0.0623, 0.7079, -11.5192], [-1.7268, -3.6740, 5.5737], [-0.4428, 0.0916, 2.3617], [-1.3673, -1.9157, 2.6075], [-0.5848, -2.0717, 4.7044], [0.1686, -4.0904, 2.0369], [0.9916, -2.6962, 4.6812], [-3.6377, 2.6055, 6.3360], [9.3906, -0.0106, 1.5990], [0.1861, -2.6977, 1.7781], [-0.4869, -4.8222, 1.0485], [-2.2291, 2.3824, 6.8319], [5.4872, -3.4051, -3.7001], [-6.3444, 6.5468, 5.3329], [5.6569, -2.8008, -5.0681], [-4.1646, 4.0290, 10.8546], [0.8559, -1.8453, -2.7013], [4.8690, 1.1583, -1.0262], [6.2495, 1.2906, -1.6121], [-5.1172, -2.9720, -4.9104], [-2.2431, 1.2185, -9.7318], [-3.9066, 3.7548, 12.3118], [1.4661, -2.0934, -7.1909], [-5.4181, -1.9758, -3.8185], [1.1172, -0.8502, -6.4157], [-0.5979, -1.5889, -2.9801], [-7.7051, 6.2208, 4.7795], [10.7746, 0.1147, 1.0223], [-1.7134, 1.6418, -11.0754], [9.4239, 0.0159, 2.6856], [11.1815, 1.1155, 1.1164], [-1.5171, 3.0974, 6.4314], [-4.2852, 1.7544, 6.5234], [-5.3633, -2.5493, -5.8826], [1.4761, -1.4771, -3.5166], [-4.6815, 3.1105, 12.7210], [-1.4519, 2.6975, -11.0671], [-2.2177, 2.4377, 7.9179], [-7.8714, 6.7468, 3.8420], [6.6532, 2.2934, -1.5261], [1.4523, -0.8834, -5.3837], [-5.5303, 6.0767, 4.7892], [-5.1892, 4.3621, 10.7043], [-1.9954, -1.7961, 1.2884], [-0.8618, -1.9435, -3.9761], [-1.4703, 1.1562, -8.9720], [1.1268, -2.2507, 2.1008], [-6.4260, -1.5822, -3.9324], [-1.9768, -3.2265, 2.7570], [-2.5361, -1.2894, 3.2059], [2.5338, -2.1238, -7.4020], [1.0743, -2.8952, -2.5328], [-0.8724, -0.5430, -2.8856], [0.2203, -5.5191, 0.5881], [0.9124, -2.1806, -8.1198], [-1.2812, -5.4403, 1.4564], [0.1159, -2.4597, 0.7091], [8.8790, -0.9113, 1.2774], [11.4498, -0.5961, 1.4931], [-1.3389, 0.9741, 2.8616], [-3.0228, 1.8991, -9.3975], [6.9287, 0.5891, -1.1453], [4.9155, 1.1905, 0.0603], [5.8139, -2.7060, -2.9346], [6.0173, -4.3439, -3.5809], [-0.9082, -4.2272, 0.2421], [-4.0684, 3.4936, 6.7911], [-4.7110, -1.1528, -3.7942], [1.1782, -2.9182, 5.5740], [6.6608, -2.3996, -5.1871], [1.5320, 0.0322, -6.8983], [-3.8400, 4.6603, 12.9049], [-5.6379, -3.9146, -4.7818], [-3.9695, 3.1686, 10.2216], [-6.1946, 7.6241, 5.3491], [-8.5003, 6.4669, 5.4749], [4.9311, -2.0215, -5.2741], [-2.4104, 1.4496, -11.8836], [4.3561, 0.2527, -1.3358]], "atomic_forces_ev_per_a": [[0.0, 0.1, 0.0], [-0.2, 0.4, -0.2], [0.0, 0.1, 0.0], [-0.1, 0.1, -0.1], [-0.1, 0.0, -0.1], [-0.1, 0.1, 0.0], [0.0, -0.1, 0.0], [0.1, 0.0, -0.1], [-0.1, -0.1, -0.1], [0.0, 0.0, 0.0], [0.0, 0.1, -0.1], [0.1, -0.1, 0.0], [0.1, 0.0, 0.0], [0.1, 0.1, 0.1], [0.1, 0.0, 0.2], [0.0, -0.1, -0.1], [0.2, 0.3, 0.0], [0.0, 0.0, -0.1], [0.2, -0.1, 0.0], [-0.1, 0.0, 0.0], [0.2, -0.1, -0.3], [1.0, 1.3, 0.0], [-1.6, -1.8, -2.0], [0.8, 0.7, 1.5], [0.4, 0.4, -0.1], [-1.2, 0.2, -1.4], [0.1, 0.2, 0.0], [-0.1, 0.2, 0.1], [-0.3, 0.6, 0.2], [0.1, -0.8, -0.4], [0.0, -0.4, 0.2], [-0.2, 0.1, 0.2], [0.0, 0.1, 0.2], [0.2, -0.1, -0.1], [0.0, 0.3, -0.1], [0.1, 0.3, 0.1], [-0.1, 0.2, 0.0], [-0.2, -0.2, -0.2], [0.2, 0.1, -0.1], [-0.2, -0.1, 0.0], [0.1, -0.3, 0.0], [0.2, -0.2, 0.2], [-0.1, -0.2, 0.2], [-0.1, 0.2, -0.2], [-0.3, -0.4, 0.0], [-0.1, -0.2, -0.3], [0.1, -0.2, -0.2], [0.3, 0.1, 0.0], [0.0, 0.0, 0.0], [0.0, 0.0, 0.0], [-0.1, 0.1, -0.1], [0.1, -0.1, 0.0], [0.0, 0.0, 0.0], [0.0, -0.1, 0.1], [0.0, 0.0, 0.0], [0.0, 0.0, 0.0], [0.0, 0.1, 0.1], [0.1, 0.1, 0.0], [0.0, 0.0, 0.0], [0.0, 0.0, -0.1], [-0.1, -0.1, 0.0], [0.0, 0.0, 0.0], [0.0, 0.3, 0.2], [0.1, 0.0, 0.1], [0.0, 0.0, 0.0], [0.1, -0.2, 0.4], [0.0, 0.0, 0.0], [0.1, 0.0, 0.1], [0.2, 0.0, 0.5], [0.0, 0.0, 0.0], [-0.1, 0.0, 0.0], [0.1, 0.0, 0.0], [0.2, -0.1, -0.1], [0.0, 0.1, 0.0], [-0.3, 0.0, 0.3], [-0.2, -0.3, 0.1], [0.0, 0.0, 0.0], [0.0, 0.0, 0.0], [0.0, -0.5, 0.0], [0.0, 0.0, 0.0], [0.0, -0.1, 0.0], [0.1, 0.0, 0.0], [0.0, 0.1, 0.0], [0.0, 0.0, -0.1], [0.0, 0.2, 0.1], [0.0, 0.1, 0.1], [0.1, 0.0, -0.1], [0.5, -0.2, 1.3], [0.0, 0.0, 0.0], [0.0, 0.0, 0.0], [0.0, 0.1, 0.0], [-0.1, 0.0, 0.1], [0.0, 0.0, 0.1], [0.0, 0.0, 0.0], [0.0, 0.0, 0.0], [0.0, 0.0, 0.1], [0.0, 0.0, 0.0], [0.0, 0.0, 0.0]], "e_tot_ha": -54040.0822, "multiplicity": 1, "total_charge": -1, "homo_lumo_gap_ev": 4.65}

[2]
{"formula": "C5H11N2OS", "method": "wB97M-V/def2-TZVPD", "elements": ["S", "O", "N", "N", "C", "C", "C", "C", "C", "H", "H", "H", "H", "H", "H", "H", "H", "H", "H", "H"], "positions_angstrom": [[2.8906, -0.0537, 1.0039], [-0.4592, 0.0046, -3.5916], [0.5880, -0.1109, -1.6060], [0.4215, -1.5657, 0.3468], [1.2439, 0.6675, 0.6751], [0.2204, 0.7893, 1.8162], [-1.2059, 0.5462, 1.4921], [-0.5455, -0.2535, -2.2975], [0.8308, -0.4493, -0.2339], [0.0645, -2.3553, -0.2144], [-1.2671, -0.3671, -3.9436], [1.2169, 1.5798, -0.0117], [-1.5450, -0.5432, 1.3299], [1.3570, 0.3087, -2.1654], [0.4296, 1.7954, 2.4291], [0.2259, -1.5087, 1.3496], [-1.5501, 1.1030, 0.4747], [-1.8836, 0.8153, 2.3052], [0.4291, 0.0532, 2.5892], [-1.4619, -0.4557, -1.7476]], "atomic_forces_ev_per_a": [[-0.8, 0.6, -0.9], [-0.5, -0.6, 1.6], [-0.7, -0.6, -1.0], [-1.5, -1.3, -1.5], [-0.9, 0.5, -1.3], [1.7, 1.7, 2.3], [-3.0, 0.1, -2.9], [2.7, 0.7, 1.0], [1.1, 1.2, 1.0], [0.5, 0.6, 0.8], [-0.6, 0.2, -1.1], [0.4, -0.7, 1.3], [1.0, 1.5, 0.1], [-0.3, -0.4, 0.7], [-0.7, -2.0, -1.6], [0.3, -0.4, -0.6], [0.6, -1.0, 2.4], [0.2, 0.6, -0.2], [0.7, -0.2, 0.2], [0.0, -0.4, -0.4]], "e_tot_ha": -779.6828, "multiplicity": 1, "total_charge": 1, "e_above_lowest_kcal_mol": 82.2, "homo_lumo_gap_ev": [6.92, 5.79]}

[3]
{"formula": "C33H31FIrN5O5S", "method": "wB97M-V/def2-TZVPD", "elements": ["Ir", "S", "F", "O", "O", "O", "O", "O", "N", "N", "N", "N", "N", "C", "C", "C", "C", "C", "C", "C", "C", "C", "C", "C", "C", "C", "C", "C", "C", "C", "C", "C", "C", "C", "C", "C", "C", "C", "C", "C", "C", "C", "C", "C", "C", "C", "H", "H", "H", "H", "H", "H", "H", "H", "H", "H", "H", "H", "H", "H", "H", "H", "H", "H", "H", "H", "H", "H", "H", "H", "H", "H", "H", "H", "H", "H", "H"], "positions_angstrom": [[-1.7805, 1.8794, -1.1069], [-2.6152, 3.0034, -3.5568], [2.7110, 2.3073, 4.1597], [-1.5240, 0.0881, -1.8162], [-1.4191, -2.0976, -1.5742], [-3.2059, 4.2372, -3.9452], [-0.3968, 1.3876, 0.4462], [-1.2310, 3.0111, -2.9932], [6.8555, -0.2537, 5.1657], [-3.2817, 2.3437, -2.2430], [4.4311, 0.0315, 4.4182], [-3.3181, 1.2324, 0.0790], [1.8121, -2.0166, 0.8880], [4.8904, 1.2220, 5.1386], [3.1026, -0.9648, 2.6591], [0.2611, 0.3186, 0.5550], [2.5691, -3.2498, 1.0187], [-4.5443, 1.9183, -1.8622], [0.0109, -0.8560, -0.1887], [-4.5288, 1.3171, -0.5775], [-1.8910, 0.7525, -4.9203], [6.0622, -1.5155, 5.3553], [-5.7205, 2.0200, -2.5538], [-2.6996, 1.8829, -4.8871], [0.7869, -1.9658, 0.0290], [-1.9988, -0.1061, -5.9976], [1.5739, 1.3268, 2.3936], [2.5500, 1.2507, 3.3411], [2.9669, -3.9744, -0.2276], [4.0071, -3.2726, 0.5893], [3.3631, 0.1078, 3.4979], [-6.9104, 1.5343, -1.9696], [1.3139, 0.2392, 1.5550], [6.1897, 0.8812, 5.8819], [-5.7147, 0.8449, 0.0050], [2.0811, -0.9212, 1.7039], [-2.8944, 0.1450, -7.0372], [-3.2687, 0.7066, 1.2869], [4.5717, -1.1670, 5.2368], [-6.9199, 0.9640, -0.7274], [-4.4134, 0.2203, 1.9326], [-3.0095, -0.8036, -8.1954], [-5.6227, 0.2804, 1.2956], [-3.5959, 2.1655, -5.9138], [-3.6890, 1.2881, -6.9783], [-1.0714, -0.9994, -1.2182], [-3.8127, -1.5210, -8.0147], [-4.3796, 1.5001, -7.7845], [-4.3205, -0.1986, 2.9237], [-3.2436, -0.2725, -9.1165], [6.8777, -0.0304, 4.1683], [4.0491, -2.0051, 4.7894], [-6.5191, -0.0942, 1.7738], [6.3895, -2.2266, 4.5998], [2.7042, -3.5272, -1.1764], [6.8619, 1.7353, 5.9053], [-1.1955, 0.5503, -4.1202], [7.8181, -0.3835, 5.4784], [3.7170, -1.8501, 2.7143], [6.0163, 0.5493, 6.9036], [4.1329, -1.0102, 6.2290], [-5.7387, 2.4805, -3.5324], [-7.8342, 1.6254, -2.5239], [5.0776, 2.0165, 4.4196], [2.9264, -5.0533, -0.2169], [4.6922, -3.8702, 1.1749], [0.9840, 2.2283, 2.2987], [-2.2996, 0.6801, 1.7624], [-1.3721, -0.9880, -6.0383], [-7.8404, 0.6050, -0.2877], [6.3005, -1.9124, 6.3402], [-2.0888, -1.3662, -8.3386], [-4.1873, 3.0700, -5.8808], [0.5704, -2.8684, -0.5268], [4.1672, 1.5913, 5.8689], [2.2753, -3.8372, 1.8800], [4.4266, -2.3607, 0.1855]], "atomic_forces_ev_per_a": [[-1.6, -0.6, 0.8], [0.3, 0.1, 0.0], [0.0, 0.0, 0.0], [-0.2, -0.3, -0.1], [0.0, 0.0, 0.0], [0.0, 0.0, 0.1], [0.4, 0.6, -0.3], [0.4, -0.1, -0.2], [0.0, 0.0, 0.0], [0.1, 0.5, 0.0], [0.0, 0.0, 0.0], [0.4, -0.1, -0.1], [0.0, 0.0, 0.0], [0.0, 0.0, -0.1], [0.0, 0.0, 0.0], [-0.1, 0.0, 0.0], [0.0, 0.0, 0.0], [0.1, -0.2, 0.0], [-0.1, 0.0, 0.0], [0.0, 0.0, 0.0], [-0.1, 0.0, 0.0], [-0.1, -0.1, 0.0], [0.0, 0.0, 0.0], [0.0, 0.1, -0.1], [-0.1, 0.0, 0.0], [0.0, 0.0, 0.0], [0.0, 0.0, -0.1], [0.0, 0.0, 0.0], [0.0, 0.0, -0.1], [0.1, 0.0, 0.0], [0.0, 0.0, -0.1], [0.0, 0.0, 0.0], [0.0, 0.0, 0.0], [0.0, 0.1, 0.0], [0.0, 0.0, 0.0], [0.0, 0.0, 0.0], [0.0, 0.0, 0.0], [-0.1, 0.0, 0.0], [0.0, 0.0, 0.0], [0.0, 0.0, 0.0], [0.0, 0.0, 0.0], [0.0, 0.0, 0.0], [0.0, 0.0, 0.0], [0.0, 0.0, 0.0], [0.0, 0.0, 0.0], [0.3, 0.1, -0.1], [0.0, 0.0, 0.0], [0.0, 0.0, 0.0], [0.0, 0.0, 0.0], [0.0, 0.0, 0.0], [0.0, 0.0, 0.0], [0.0, 0.0, 0.0], [0.0, 0.0, 0.0], [0.0, 0.0, 0.0], [0.0, 0.0, 0.0], [0.0, 0.0, 0.0], [0.0, 0.0, 0.0], [0.0, 0.0, 0.0], [0.0, 0.0, 0.0], [0.0, 0.0, 0.0], [0.0, 0.0, 0.0], [0.0, 0.0, 0.0], [0.0, 0.0, 0.0], [0.0, 0.0, 0.0], [0.0, 0.0, 0.0], [0.0, 0.0, 0.0], [0.0, 0.0, 0.0], [0.0, 0.0, 0.0], [0.0, 0.0, 0.0], [0.0, 0.0, 0.0], [0.1, 0.0, 0.0], [0.0, 0.0, 0.0], [0.0, 0.0, 0.0], [0.0, 0.0, 0.0], [0.0, 0.0, 0.0], [0.0, 0.0, 0.0], [0.0, 0.0, 0.0]], "e_tot_ha": -2527.9636, "multiplicity": 1, "total_charge": 2, "e_above_lowest_kcal_mol": 5.5, "homo_lumo_gap_ev": 6.97}

Repeat the second record exactly.
{"formula": "C5H11N2OS", "method": "wB97M-V/def2-TZVPD", "elements": ["S", "O", "N", "N", "C", "C", "C", "C", "C", "H", "H", "H", "H", "H", "H", "H", "H", "H", "H", "H"], "positions_angstrom": [[2.8906, -0.0537, 1.0039], [-0.4592, 0.0046, -3.5916], [0.5880, -0.1109, -1.6060], [0.4215, -1.5657, 0.3468], [1.2439, 0.6675, 0.6751], [0.2204, 0.7893, 1.8162], [-1.2059, 0.5462, 1.4921], [-0.5455, -0.2535, -2.2975], [0.8308, -0.4493, -0.2339], [0.0645, -2.3553, -0.2144], [-1.2671, -0.3671, -3.9436], [1.2169, 1.5798, -0.0117], [-1.5450, -0.5432, 1.3299], [1.3570, 0.3087, -2.1654], [0.4296, 1.7954, 2.4291], [0.2259, -1.5087, 1.3496], [-1.5501, 1.1030, 0.4747], [-1.8836, 0.8153, 2.3052], [0.4291, 0.0532, 2.5892], [-1.4619, -0.4557, -1.7476]], "atomic_forces_ev_per_a": [[-0.8, 0.6, -0.9], [-0.5, -0.6, 1.6], [-0.7, -0.6, -1.0], [-1.5, -1.3, -1.5], [-0.9, 0.5, -1.3], [1.7, 1.7, 2.3], [-3.0, 0.1, -2.9], [2.7, 0.7, 1.0], [1.1, 1.2, 1.0], [0.5, 0.6, 0.8], [-0.6, 0.2, -1.1], [0.4, -0.7, 1.3], [1.0, 1.5, 0.1], [-0.3, -0.4, 0.7], [-0.7, -2.0, -1.6], [0.3, -0.4, -0.6], [0.6, -1.0, 2.4], [0.2, 0.6, -0.2], [0.7, -0.2, 0.2], [0.0, -0.4, -0.4]], "e_tot_ha": -779.6828, "multiplicity": 1, "total_charge": 1, "e_above_lowest_kcal_mol": 82.2, "homo_lumo_gap_ev": [6.92, 5.79]}

What did the second record say?
{"formula": "C5H11N2OS", "method": "wB97M-V/def2-TZVPD", "elements": ["S", "O", "N", "N", "C", "C", "C", "C", "C", "H", "H", "H", "H", "H", "H", "H", "H", "H", "H", "H"], "positions_angstrom": [[2.8906, -0.0537, 1.0039], [-0.4592, 0.0046, -3.5916], [0.5880, -0.1109, -1.6060], [0.4215, -1.5657, 0.3468], [1.2439, 0.6675, 0.6751], [0.2204, 0.7893, 1.8162], [-1.2059, 0.5462, 1.4921], [-0.5455, -0.2535, -2.2975], [0.8308, -0.4493, -0.2339], [0.0645, -2.3553, -0.2144], [-1.2671, -0.3671, -3.9436], [1.2169, 1.5798, -0.0117], [-1.5450, -0.5432, 1.3299], [1.3570, 0.3087, -2.1654], [0.4296, 1.7954, 2.4291], [0.2259, -1.5087, 1.3496], [-1.5501, 1.1030, 0.4747], [-1.8836, 0.8153, 2.3052], [0.4291, 0.0532, 2.5892], [-1.4619, -0.4557, -1.7476]], "atomic_forces_ev_per_a": [[-0.8, 0.6, -0.9], [-0.5, -0.6, 1.6], [-0.7, -0.6, -1.0], [-1.5, -1.3, -1.5], [-0.9, 0.5, -1.3], [1.7, 1.7, 2.3], [-3.0, 0.1, -2.9], [2.7, 0.7, 1.0], [1.1, 1.2, 1.0], [0.5, 0.6, 0.8], [-0.6, 0.2, -1.1], [0.4, -0.7, 1.3], [1.0, 1.5, 0.1], [-0.3, -0.4, 0.7], [-0.7, -2.0, -1.6], [0.3, -0.4, -0.6], [0.6, -1.0, 2.4], [0.2, 0.6, -0.2], [0.7, -0.2, 0.2], [0.0, -0.4, -0.4]], "e_tot_ha": -779.6828, "multiplicity": 1, "total_charge": 1, "e_above_lowest_kcal_mol": 82.2, "homo_lumo_gap_ev": [6.92, 5.79]}